Record 1
{
  "formula": "C14H22I2LaNO3P2S2",
  "method": "the ωB97M-V functional and the def2-TZVPD basis",
  "homo_ev": [-14.78, -15.09],
  "multiplicity": 1,
  "lumo_ev": [-10.6527, -10.6272],
  "relative_energy_kj_mol": 114.05,
  "charge": 2,
  "homo_lumo_gap_ev": [4.12, 4.46],
  "species": ["La", "I", "I", "S", "S", "P", "P", "O", "O", "O", "N", "C", "C", "C", "C", "C", "C", "C", "C", "C", "C", "C", "C", "C", "C", "H", "H", "H", "H", "H", "H", "H", "H", "H", "H", "H", "H", "H", "H", "H", "H", "H", "H", "H", "H", "H", "H"],
  "xyz": [[0.05138, -0.61532, -0.63782], [0.30420, -2.67351, -2.85116], [-0.47474, 1.91016, -2.26234], [1.22711, 1.37344, 4.15311], [-0.31979, -1.81595, 1.95225], [2.77374, 0.13770, 0.06681], [-2.78606, -0.07526, 0.00292], [2.59102, 1.18798, 4.57555], [0.12447, 2.64661, 1.50112], [0.71053, 2.70441, 4.03838], [0.88617, 0.40009, 2.80209], [-0.39181, -0.62896, 4.48330], [-3.81821, 1.39169, 0.30480], [3.44684, -0.36938, -1.56745], [-1.35232, -1.42413, 5.13307], [-1.17211, 0.00754, 7.12921], [-1.73377, -1.09996, 6.44728], [3.56070, -1.10308, 1.17792], [3.79789, 1.58453, 0.42617], [-3.37313, -0.58036, -1.65878], [-0.22359, 0.77703, 6.46432], [-3.61698, -1.29947, 1.07732], [0.09313, -0.63288, 3.11012], [0.14837, 0.44902, 5.17740], [0.26296, 1.67591, 0.90304], [-4.69792, -1.25786, 0.88700], [-1.46836, 0.24790, 8.15645], [-1.79369, -2.27190, 4.59471], [3.58718, 1.93838, 1.44161], [4.53256, -0.46025, -1.42777], [3.54776, 2.39486, -0.26900], [-4.45863, -0.70061, -1.57958], [3.20538, 0.39798, -2.31773], [0.24670, 1.63782, 6.93574], [-3.37705, -1.05614, 2.12531], [3.02141, -1.32577, -1.91682], [-2.91394, -1.52877, -1.97260], [-3.11282, 0.18846, -2.39606], [3.08723, -2.09032, 1.03837], [-3.22712, -2.30518, 0.85950], [4.63300, -1.14876, 0.93171], [-3.59471, 1.78412, 1.30656], [-4.87976, 1.11914, 0.24010], [3.39461, -0.77913, 2.21990], [-2.47765, -1.70494, 6.96855], [4.86374, 1.33708, 0.33423], [-3.58179, 2.17352, -0.42708]],
  "forces_ev_per_a": [[0.58, -0.69, -0.56], [-0.15, 0.34, 0.15], [-0.04, 0.69, -0.75], [0.27, 0.52, 2.80], [0.04, -0.16, 0.94], [1.59, -0.58, -0.07], [-1.25, -0.06, 0.00], [-0.77, -0.25, -1.24], [0.45, -2.39, -2.15], [0.25, -0.78, -0.76], [0.27, -1.06, -0.67], [-0.58, -0.02, 1.01], [0.46, 0.44, 0.24], [-0.21, -0.03, -0.01], [0.02, -0.01, -0.07], [-0.16, -0.75, -0.64], [0.23, 0.20, -0.02], [-0.59, -0.01, 0.04], [-0.39, 0.67, 0.10], [0.29, -0.10, 0.04], [0.46, 0.53, 0.27], [0.45, -0.12, 0.09], [0.25, 0.74, 0.31], [-0.43, -0.20, 0.30], [-1.15, 3.26, 1.39], [0.28, -0.11, 0.20], [0.10, -0.13, -0.51], [0.10, 0.31, 0.41], [0.15, -0.03, -0.11], [-0.24, -0.03, -0.37], [0.15, -0.10, 0.12], [0.14, -0.02, -0.27], [0.25, -0.19, 0.15], [-0.19, -0.14, 0.03], [-0.31, -0.13, -0.30], [0.29, 0.27, 0.15], [-0.21, 0.14, 0.01], [-0.25, -0.19, 0.12], [0.35, 0.26, 0.07], [-0.27, 0.21, 0.10], [-0.37, -0.08, 0.23], [-0.19, -0.03, -0.24], [0.29, 0.06, -0.02], [0.27, -0.19, -0.38], [0.22, 0.12, -0.29], [-0.31, -0.02, 0.02], [-0.14, -0.13, 0.15]]
}

Record 2
{
  "formula": "C14H22I2NO3P2PtS2",
  "method": "the ωB97M-V functional and the def2-TZVPD basis",
  "homo_ev": [-18.16, -18.35],
  "multiplicity": 5,
  "lumo_ev": [-11.5357, -13.5130],
  "relative_energy_kj_mol": 305.95,
  "charge": 3,
  "homo_lumo_gap_ev": [6.63, 4.84],
  "species": ["Pt", "I", "I", "S", "S", "P", "P", "O", "O", "O", "N", "C", "C", "C", "C", "C", "C", "C", "C", "C", "C", "C", "C", "C", "C", "H", "H", "H", "H", "H", "H", "H", "H", "H", "H", "H", "H", "H", "H", "H", "H", "H", "H", "H", "H", "H", "H"],
  "xyz": [[-0.10748, -0.27106, -0.63230], [2.46894, 0.26120, 1.30553], [-3.02930, 0.38702, 0.94294], [2.95056, 0.54998, 5.26973], [2.51126, -2.46759, 2.48474], [-0.19566, -2.48440, -0.58174], [0.00271, 2.23553, -0.37613], [2.38734, 1.87984, 4.93768], [-0.28918, -0.04135, 2.40405], [3.93615, 0.42328, 6.25937], [3.24371, -0.32162, 3.85448], [-0.12157, 3.15337, 1.21232], [-0.18519, -1.15472, 7.05274], [1.67519, -0.47810, 5.74035], [-1.34976, 2.94085, -1.36014], [1.37461, -2.93211, -1.26421], [0.87939, -0.24381, 6.81694], [-1.48542, -2.72492, -1.78453], [-0.58091, -3.28057, 0.96992], [1.49019, 2.89639, -1.17025], [0.44080, -2.43742, 5.06396], [2.52746, -1.48940, 3.84351], [-0.44259, -2.21595, 6.15196], [1.55839, -1.62623, 4.94883], [-0.38178, -0.01888, 1.21353], [-1.37472, -3.78399, -2.00586], [2.39123, 2.77094, -0.55823], [0.21022, -3.26969, 1.77110], [-0.84122, -0.97752, 7.91922], [1.34218, 3.96697, -1.37543], [-0.08026, 4.25134, 1.07007], [-1.09616, 2.92983, 1.67429], [0.24780, -3.13483, 4.23894], [-1.36788, -2.80838, 6.20728], [-1.36141, -2.16737, -2.72852], [-1.43674, -2.79319, 1.47812], [-2.31443, 2.74197, -0.86750], [1.17927, 0.69445, 7.37367], [1.16047, -3.94944, -1.61471], [1.62144, 2.38637, -2.13370], [-0.70463, -4.34187, 0.65744], [-2.48919, -2.51254, -1.39284], [-1.27340, 4.02669, -1.56013], [2.07709, -3.01158, -0.41761], [1.84503, -2.29518, -2.03694], [0.67292, 2.87857, 1.92736], [-1.33492, 2.40920, -2.32233]],
  "forces_ev_per_a": [[-0.02, 3.02, 2.41], [1.71, -0.02, -0.47], [-0.85, -0.01, -0.31], [-1.59, 3.97, -0.80], [0.32, -0.07, -0.33], [-0.21, 1.26, -0.05], [-0.04, 2.02, -0.52], [1.26, -3.25, 0.11], [-0.58, 0.19, -5.53], [1.39, -0.25, 0.19], [-0.74, -1.80, 0.14], [-0.11, -0.43, 0.61], [0.62, 1.60, 1.04], [-0.94, -0.44, 1.73], [-0.48, -0.33, -0.38], [0.63, -1.16, 0.48], [-0.12, 0.98, 0.72], [-0.42, -0.72, -0.26], [0.51, -0.82, 0.79], [0.27, -0.13, -0.33], [-0.70, -0.33, 0.32], [0.46, 1.69, 0.28], [0.52, -0.78, -2.05], [0.01, 0.10, -1.19], [0.03, -1.10, 5.35], [-0.57, -0.33, -0.48], [-0.22, 0.00, -0.17], [-0.34, 0.15, -1.33], [0.30, -0.25, -0.46], [-0.01, -0.27, 0.16], [0.07, -0.61, -0.38], [0.31, 0.05, -0.09], [-0.05, -0.08, 0.82], [0.55, 0.29, 0.25], [0.25, -0.14, 0.38], [-0.05, -0.63, -0.77], [0.31, 0.10, -0.23], [-1.16, -1.32, -0.06], [0.72, -0.02, -0.43], [0.15, 0.16, 0.18], [-0.54, 0.45, 0.70], [0.31, -0.18, 0.04], [0.25, -0.52, 0.31], [-0.10, -0.02, -0.37], [-0.64, -0.32, 0.22], [-0.28, 0.06, -0.31], [-0.20, 0.27, 0.09]]
}

Record 3
{
  "formula": "C14H22N2O6S2",
  "method": "the ωB97M-V functional and the def2-TZVPD basis",
  "homo_ev": -9.70,
  "multiplicity": 1,
  "lumo_ev": 0.2563,
  "relative_energy_kj_mol": 123.03,
  "homo_lumo_gap_ev": 9.96,
  "smiles": "COC(CNS(=O)(=O)c1ccc(S(=O)(=O)N2CCCC2)cc1)OC",
  "species": ["S", "S", "O", "O", "O", "O", "O", "O", "N", "N", "C", "C", "C", "C", "C", "C", "C", "C", "C", "C", "C", "C", "C", "C", "H", "H", "H", "H", "H", "H", "H", "H", "H", "H", "H", "H", "H", "H", "H", "H", "H", "H", "H", "H", "H", "H"],
  "xyz": [[-3.34557, 1.30819, -0.33109], [2.92573, 0.94484, 0.34256], [-1.56519, -1.28824, 1.19552], [3.17883, 0.55548, 1.70395], [-3.64221, 1.95519, -1.57328], [-3.93370, 1.79828, 0.87760], [3.51912, 2.15923, -0.13330], [-2.27144, -2.53839, -0.57202], [-3.85277, -0.26837, -0.51771], [3.29367, -0.29004, -0.74428], [-3.86607, -1.13282, 0.63078], [-0.38450, -2.02764, 1.44649], [4.53630, -0.12990, -1.48754], [0.37856, 1.44052, 1.22424], [3.34409, -1.59904, -0.12056], [4.80799, -1.76733, 0.28987], [-0.79655, 0.89783, -1.23811], [-1.56143, 1.25426, -0.14462], [-0.99638, 1.53925, 1.08165], [-3.04854, -3.62746, -1.01509], [5.56773, -1.08883, -0.85634], [0.57855, 0.80321, -1.09668], [1.14515, 1.06204, 0.13710], [-2.62046, -2.04158, 0.70354], [-3.90350, -0.49462, 1.51368], [4.34492, -0.38667, -2.53353], [-4.76759, -1.75406, 0.59957], [-0.58169, -2.83457, 2.16163], [0.86990, 1.63737, 2.16420], [6.44258, -0.55289, -0.49548], [4.96658, -1.22950, 1.22420], [-2.59251, -3.96245, -1.94446], [0.01591, -2.45097, 0.52207], [0.32610, -1.32188, 1.87039], [-1.63997, 1.82416, 1.89802], [-3.44828, -0.69734, -1.33748], [-4.08655, -3.33670, -1.20224], [3.04773, -2.34703, -0.86236], [2.65727, -1.62473, 0.72281], [-1.28151, 0.71119, -2.18346], [-2.82863, -2.90141, 1.37807], [5.89476, -1.82495, -1.59065], [1.21577, 0.52326, -1.91989], [5.08860, -2.80990, 0.42360], [4.83145, 0.91681, -1.43183], [-3.03246, -4.44437, -0.28456]],
  "forces_ev_per_a": [[-0.33, -0.21, -0.47], [-0.41, -0.03, -0.29], [-0.28, -0.16, -0.13], [-0.15, -0.16, -0.05], [0.33, -0.19, -0.10], [0.28, -0.18, 0.27], [0.01, -0.02, -0.25], [0.21, 0.29, 0.09], [0.26, 0.98, -0.07], [-0.41, 0.95, 0.68], [0.34, -0.48, 0.35], [0.00, -0.07, -0.07], [0.47, 0.38, -0.44], [0.03, 0.05, 0.11], [-0.05, -0.55, 0.36], [-0.09, -0.04, -0.02], [0.10, 0.06, -0.06], [-0.56, 0.19, -0.01], [0.06, 0.14, 0.02], [0.01, -0.11, 0.02], [-0.05, -0.05, 0.01], [-0.15, -0.04, -0.15], [0.51, -0.18, 0.07], [-0.36, -0.04, 0.37], [-0.11, -0.26, 0.12], [0.04, 0.06, 0.08], [0.09, 0.08, 0.06], [0.04, 0.02, 0.00], [-0.05, 0.03, 0.16], [0.05, -0.02, -0.04], [0.01, -0.07, 0.02], [-0.10, -0.07, 0.01], [0.02, 0.02, 0.05], [0.05, -0.07, 0.03], [0.01, 0.01, 0.16], [0.04, 0.02, -0.23], [-0.03, -0.04, -0.03], [-0.04, 0.02, 0.05], [-0.04, -0.23, -0.04], [0.05, -0.04, -0.16], [0.06, 0.16, -0.17], [0.05, 0.03, 0.00], [-0.03, -0.05, -0.12], [0.02, -0.03, 0.06], [0.10, -0.11, -0.19], [-0.03, 0.00, -0.05]]
}

- Number 1 is which compound?
  C14H22I2LaNO3P2S2